# 1
The following is a DFT calculation (ωB97M-V/def2-TZVPD) of C42H37BrMnN7O5S as an isolated structure.

Output
Orbital gap (spin up / spin down)   6.73 / 6.65 eV
E_HOMO (spin up / spin down)   -7.43 / -7.49 eV
Lowest unoccupied orbital energy (spin up / spin down)   -0.7 / -0.8 eV

Structure (ORCA input):
```
! RIJCOSX wB97M-V def2-TZVPD def2/J DEFGRID3
* xyz 0 5
Br 2.731 4.104 -0.630
Mn -1.766 1.224 0.889
S -2.418 0.841 3.133
O 0.314 2.676 2.548
O -2.321 3.040 0.990
O 0.319 0.436 -3.963
O 3.962 -2.111 0.095
O -3.673 4.482 -0.030
N -2.898 -1.587 4.095
N -2.541 -1.591 1.808
N 2.349 0.069 -0.060
N -3.042 -2.950 3.995
N 0.274 0.608 0.886
N 0.532 0.379 -1.417
N -2.390 -0.897 0.791
C -2.563 4.045 0.195
C 0.866 1.548 3.047
C 1.357 -0.764 2.616
C -1.933 1.368 -3.913
C 2.917 -3.069 -0.042
C -2.387 -5.027 2.939
C -3.121 -1.410 -1.489
C -2.611 -0.897 3.058
C -2.884 1.805 -1.747
C -1.543 5.857 -1.199
C 3.423 0.690 -2.192
C -1.350 -2.700 -0.463
C 0.988 4.828 -0.876
C -0.460 6.479 -1.800
C -0.703 -3.370 3.385
C 0.306 0.476 -5.377
C -0.788 0.901 -3.302
C -1.736 1.317 -1.110
C -1.356 4.715 -0.430
C 0.868 0.455 2.171
C 4.086 -1.293 -1.004
C 4.369 0.410 -3.167
C 0.822 5.967 -1.645
C 3.264 -0.168 -1.109
C -0.088 -5.467 2.366
C -2.012 -3.148 -2.729
C -1.205 -3.425 -1.635
C 1.876 -0.904 3.898
C -0.688 0.879 -1.897
C -2.036 -3.775 3.422
C -2.299 -1.688 -0.409
C 0.259 -4.213 2.857
C 1.881 0.187 4.748
C -2.985 1.827 -3.123
C -2.977 -2.151 -2.650
C 5.184 -0.705 -3.054
C 1.024 0.378 -0.165
C 1.372 1.411 4.331
C -0.078 4.195 -0.268
C -0.033 3.715 3.452
C -1.413 -5.869 2.417
C 5.047 -1.553 -1.964
H -2.547 6.239 -1.316
H -0.742 -2.908 0.409
H 5.679 -2.423 -1.842
H 3.182 -3.828 -0.783
H 1.673 6.446 -2.108
H 2.678 -0.157 0.868
H -0.463 -4.212 -1.689
H 0.086 3.319 0.343
H 0.668 -6.125 1.958
H -3.388 -3.309 4.872
H -0.673 3.329 4.248
H 1.303 -1.617 1.947
H 1.359 2.249 5.012
H -3.427 -5.326 2.953
H -1.898 -3.715 -3.644
H 0.860 4.179 3.877
H -0.607 7.370 -2.395
H 1.171 0.109 -2.152
H 1.295 -3.898 2.850
H -3.713 2.175 -1.156
H 1.976 -2.594 -0.336
H 5.933 -0.912 -3.806
H -0.483 -0.164 -5.780
H -1.700 -6.841 2.038
H -3.861 -0.627 -1.419
H 1.275 0.102 -5.698
H -2.015 1.391 -4.989
H -3.616 -1.943 -3.497
H 2.800 -3.541 0.931
H 2.251 -1.862 4.229
H -0.432 -2.399 3.779
H -0.583 4.444 2.863
H 2.271 0.091 5.752
H 0.168 1.497 -5.740
H 4.483 1.086 -4.003
H -3.880 2.208 -3.596
H 2.828 1.591 -2.250
*
```

***

# 2
The following is a DFT calculation (ωB97M-V/def2-TZVPD) of a 2-piece molecular cluster, C42H37F3N6O7S overall.

Output
Orbital gap   3.19 eV
E_HOMO   -5.64 eV
Lowest unoccupied orbital energy   -2.4 eV

Structure (ORCA input):
```
! RIJCOSX wB97M-V def2-TZVPD def2/J DEFGRID3
* xyz 0 1
S 4.727 3.079 -1.200
F 6.057 4.631 -2.927
F 4.540 3.322 -3.841
F 6.461 2.485 -3.150
O 5.698 -3.210 -1.605
O 5.763 3.183 -0.203
O -2.291 3.513 2.401
O 0.186 -0.468 -1.777
O 1.592 -2.171 -2.399
O 7.159 -1.576 -1.594
O 3.497 3.829 -1.120
N 1.331 -0.872 -1.915
N -3.565 0.954 2.539
N -3.752 -0.423 2.583
N 2.957 -2.460 -2.350
N -1.789 0.091 3.492
N 5.977 -1.995 -1.639
C 2.908 1.035 -1.388
C -0.628 -0.106 4.300
C 5.503 3.410 -2.895
C 1.609 -0.920 4.550
C 2.581 -0.289 -1.696
C -4.773 2.509 1.047
C -2.382 1.281 3.110
C -0.471 2.868 3.828
C -2.835 -4.615 2.814
C 5.275 0.356 -1.464
C -0.387 3.720 5.024
C 0.673 2.448 3.131
C -2.160 -5.048 3.964
C -1.765 -4.128 4.946
C 3.075 1.963 3.074
C -4.748 1.693 2.193
C -5.876 3.354 0.864
C 3.535 -1.297 -1.929
C -0.602 0.428 5.587
C -1.815 1.082 6.174
C 0.365 -1.585 2.479
C -2.707 -0.915 3.188
C -2.009 -2.769 4.761
C -3.669 2.473 0.044
C -8.218 4.132 1.505
C 1.615 1.089 1.347
C 0.608 0.390 6.295
C 0.430 -0.865 3.795
C 2.879 1.169 1.935
C 0.545 1.797 1.872
C 4.927 -0.986 -1.705
C 1.733 -0.245 5.765
C 4.281 1.348 -1.355
C -6.060 0.411 3.988
C -5.931 1.449 2.923
C -7.012 3.248 1.679
C -1.782 2.619 3.102
C -2.561 -2.320 3.539
C 3.063 -0.181 6.467
C -3.075 -3.258 2.619
C -7.047 2.246 2.652
C 1.996 2.594 3.672
H -0.026 -2.606 2.603
H -2.062 2.014 5.651
H -1.271 -4.462 5.862
H -7.963 2.092 3.234
H -1.611 1.340 7.221
H -8.657 4.370 2.484
H 3.814 0.325 5.841
H -5.858 4.109 0.071
H -0.391 1.880 1.303
H -2.697 0.427 6.138
H 0.377 4.504 4.904
H -4.063 2.619 -0.971
H 4.078 2.081 3.496
H -0.069 3.133 5.905
H 6.326 0.619 -1.353
H -0.262 -1.067 1.743
H 0.671 0.895 7.262
H 1.376 -1.667 2.053
H 2.125 1.779 -1.254
H 1.435 0.480 0.458
H 2.975 0.380 7.407
H -9.003 3.635 0.914
H -1.357 4.194 5.233
H -2.933 3.261 0.233
H 2.463 -1.467 4.141
H -5.603 -0.538 3.699
H -7.125 0.218 4.175
H -1.970 -6.110 4.121
H 3.721 0.628 1.500
H -3.180 -5.334 2.070
H -3.638 -2.884 1.762
H -1.781 -2.045 5.549
H -3.145 1.511 0.061
H -7.948 5.066 1.000
H -5.624 0.743 4.940
H 3.452 -1.184 6.697
H 2.120 3.200 4.576
*
```

***

Largest force on an atom values, unit eV Å⁻¹, following the record order: 0.623, 3.022.
ΔE to the lowest compared entry with this formula, charge and spin values, unit kcal/mol, following the record order: 0.0, 3.9.